#w
{
  "formula": "C3H2Cl2O2",
  "method": "ωB97M-V/def2-TZVPD",
  "species": ["C", "C", "C", "O", "O", "Cl", "Cl", "H", "H"],
  "positions_angstrom": [[-1.5803, 0.1063, 0.4192], [-1.6809, 0.1339, -0.8610], [2.0182, -0.2426, 0.6238], [-1.5374, -0.0330, 1.5725], [1.9600, -0.5279, 1.7867], [2.2118, -1.2925, -0.6711], [2.0707, 1.3707, 0.0631], [-2.6018, 0.4995, -1.4552], [-0.8603, -0.0145, -1.4781]],
  "mulliken_charge": [0.830, -0.948, 0.536, -0.346, -0.371, -0.086, -0.093, 0.209, 0.270],
  "gap_ev": 9.74,
  "smiles": "O=C(Cl)Cl.C=C=O",
  "lumo_ev": 0.22,
  "e_homo_ha": -0.3500,
  "total_charge": 0
}

#x
{
  "formula": "C3H2Cl2O2",
  "method": "ωB97M-V/def2-TZVPD",
  "species": ["C", "C", "C", "O", "O", "Cl", "Cl", "H", "H"],
  "positions_angstrom": [[1.9288, -0.1369, 0.2223], [0.9644, 0.4746, -0.4569], [-1.3617, 0.0968, 0.2142], [2.8520, -0.5515, 0.7650], [-0.3397, 0.8865, -0.1236], [-1.6118, -1.2693, -0.9644], [-1.1992, -0.6931, 1.7126], [-2.2700, 0.7293, 0.2610], [1.0371, 0.4637, -1.6302]],
  "mulliken_charge": [0.828, -0.633, 0.121, -0.299, -0.282, -0.181, -0.143, 0.325, 0.264],
  "gap_ev": 9.56,
  "smiles": "O=C=COC(Cl)Cl",
  "lumo_ev": 0.04,
  "e_homo_ha": -0.3497,
  "total_charge": 0
}

Referenced to the most stable arrangement, the calculated values in kJ/mol are #w 0.0; #x 92.9.

#w
{
  "formula": "C7H12S",
  "method": "ωB97M-V/def2-TZVPD",
  "species": ["C", "C", "C", "C", "C", "C", "C", "H", "H", "H", "H", "H", "H", "H", "H", "H", "H", "H", "H", "S"],
  "positions_angstrom": [[2.4548, 0.2729, 1.5209], [0.9511, 0.2482, 1.4402], [0.3357, -1.1486, 1.8138], [-0.8882, -1.5131, 0.8372], [-1.1089, -0.1079, 0.3021], [-0.8028, 0.8791, -0.7879], [0.3261, 0.3372, 0.0545], [2.8645, 1.2459, 1.1698], [2.9717, -0.4153, 0.8236], [2.8663, 0.0984, 2.5331], [0.4813, 1.0172, 2.0866], [0.0106, -1.2178, 2.8721], [1.0840, -1.9269, 1.7007], [-1.7275, -1.8943, 1.3767], [-0.5826, -2.2354, 0.0712], [-1.5270, 0.5003, 1.1065], [-1.2574, 1.8305, -0.5206], [-0.3304, -0.5908, -2.5310], [0.8115, -0.4319, -0.5691], [-0.8295, 0.6383, -2.5753]],
  "mulliken_charge": [-1.606, 0.456, -0.707, -0.797, -0.070, -0.004, -0.222, 0.370, 0.323, 0.384, 0.290, 0.345, 0.323, 0.313, 0.257, 0.148, 0.287, 0.098, 0.039, -0.227],
  "gap_ev": 9.70,
  "smiles": "C[C@@H]1CC[C@@H]2[C@H](S)[C@H]21",
  "lumo_ev": 0.95,
  "e_homo_ha": -0.3219,
  "total_charge": 0
}

#x
{
  "formula": "C7H12S",
  "method": "ωB97M-V/def2-TZVPD",
  "species": ["C", "C", "C", "C", "C", "C", "C", "H", "H", "H", "H", "H", "H", "H", "H", "H", "H", "H", "H", "S"],
  "positions_angstrom": [[0.7613, -0.7187, -1.9414], [-0.1322, -0.3925, -0.7302], [-0.1769, 1.1404, -0.4910], [0.0179, 1.3990, 1.0011], [-0.9233, 0.6923, 1.9906], [0.3936, 0.0879, 1.6759], [0.4890, -0.9994, 0.6082], [1.7700, -0.3578, -1.6917], [0.4166, -0.2756, -2.8906], [0.8319, -1.7959, -2.0781], [-1.4219, -1.5971, -2.2354], [-1.1089, 1.5386, -0.8751], [0.6151, 1.6641, -1.0371], [0.4962, 2.2956, 1.3040], [-0.9427, 1.2354, 2.9328], [-1.8294, 0.3012, 1.6155], [1.1581, 0.0768, 2.4299], [1.5018, -1.3130, 0.5163], [-0.1139, -1.8720, 0.9415], [-1.8024, -1.1092, -1.0452]],
  "mulliken_charge": [-2.126, 1.158, -1.167, -0.091, -0.813, 0.070, -1.201, 0.515, 0.420, 0.515, 0.162, 0.347, 0.368, 0.423, 0.259, 0.231, 0.399, 0.417, 0.308, -0.195],
  "gap_ev": 9.81,
  "smiles": "C[C@]1(S)C[C@H]2C[C@H]2C1",
  "lumo_ev": 0.85,
  "e_homo_ha": -0.3292,
  "total_charge": 0
}

Referenced to the most stable arrangement, the calculated values in kJ/mol are #w 207.7; #x 0.0.

#w
{
  "formula": "C2H9O3",
  "method": "ωB97M-V/def2-TZVPD",
  "species": ["C", "O", "C", "H", "H", "H", "H", "H", "H", "H", "O", "H", "H", "O"],
  "positions_angstrom": [[-0.7353, -0.5172, 1.3719], [0.3706, 0.2444, 1.7254], [-1.5592, 0.0951, 0.2547], [-0.3929, -1.4962, 0.9606], [-1.3192, -0.7441, 2.2670], [-0.9853, 0.1290, -0.6710], [-2.4542, -0.5148, 0.0799], [-1.8401, 1.1280, 0.4854], [1.6722, 0.5021, -1.6532], [0.5595, 1.1745, -2.6764], [1.4665, 0.9029, -2.5638], [2.1360, -0.9710, -0.3513], [1.1336, 0.1042, 1.0251], [1.9478, -0.0369, -0.2543]],
  "mulliken_charge": [-0.282, -0.606, -0.736, 0.183, 0.299, 0.092, 0.306, 0.255, 0.454, 0.245, -0.735, 0.198, 0.398, -1.071],
  "gap_ev": 8.64,
  "lumo_ev": 4.26,
  "e_homo_ha": -0.1611,
  "total_charge": -1
}

#x
{
  "formula": "C2H9O3",
  "method": "ωB97M-V/def2-TZVPD",
  "species": ["C", "O", "C", "H", "H", "H", "H", "H", "H", "H", "O", "H", "H", "O"],
  "positions_angstrom": [[-1.1012, 0.2485, 0.6056], [0.0055, -0.5666, 0.7913], [-1.7808, 0.5982, 1.9390], [-0.8404, 1.1629, 0.0591], [-1.8684, -0.2632, 0.0075], [-1.1098, 1.0357, 2.6788], [-2.6092, 1.2626, 1.6933], [-2.0988, -0.3564, 2.3676], [2.4769, -0.7884, -2.3135], [1.5899, -1.3344, -3.3625], [2.4484, -1.4972, -3.0070], [2.3792, 0.6746, -0.5838], [0.7585, -0.2606, 0.1275], [1.7502, 0.0843, -1.0030]],
  "mulliken_charge": [-0.197, -0.568, -1.000, 0.288, 0.167, 0.298, 0.313, 0.223, 0.427, 0.260, -0.680, 0.165, 0.421, -1.118],
  "gap_ev": 8.33,
  "lumo_ev": 4.12,
  "e_homo_ha": -0.1547,
  "total_charge": -1
}

Referenced to the most stable arrangement, the calculated values in kJ/mol are #w 0.0; #x 10.5.

#w
{
  "formula": "C3H8O2Rh",
  "method": "ωB97M-V/def2-TZVPD",
  "species": ["C", "C", "O", "C", "Rh", "H", "H", "H", "H", "H", "H", "H", "O", "H"],
  "positions_angstrom": [[0.5500, -0.5099, -1.6135], [-0.1555, 0.5362, -0.7923], [0.4022, 0.4936, 0.5555], [-0.2668, 1.2793, 1.5082], [1.3773, -1.3551, 0.2520], [-0.6167, -2.8438, 0.3000], [1.2154, -0.0555, -2.3636], [-1.2376, 0.3379, -0.6923], [-0.0342, 1.5789, -1.1396], [0.3550, 1.3166, 2.4109], [-0.4249, 2.3014, 1.1256], [-1.2478, 0.8443, 1.7648], [0.2001, -2.7157, 0.8266], [-0.1167, -1.2080, -2.1422]],
  "lowdin_spin": [0.398, 0.055, 0.236, 0.028, 3.570, 0.030, 0.033, 0.003, 0.006, 0.005, 0.004, 0.003, 0.602, 0.027],
  "gap_ev": [5.81, 8.60],
  "lumo_ev": [0.65, -1.81],
  "e_homo_ha": [-0.1896, -0.3829],
  "multiplicity": 6,
  "s_squared": 8.7594,
  "total_charge": 0
}

#x
{
  "formula": "C3H8O2Rh",
  "method": "ωB97M-V/def2-TZVPD",
  "species": ["C", "C", "O", "C", "Rh", "H", "H", "H", "H", "H", "H", "H", "O", "H"],
  "positions_angstrom": [[0.0480, -0.8797, -1.4147], [-0.3117, 0.3990, -0.7024], [0.5084, 0.5569, 0.4672], [-0.0625, 1.3892, 1.4569], [1.4404, -1.2820, 0.9208], [-0.4879, -1.9714, -0.6951], [-0.0511, -0.6278, -2.4836], [-1.3708, 0.4217, -0.3953], [-0.1369, 1.2860, -1.3343], [0.6278, 1.3941, 2.3100], [-0.2058, 2.4011, 1.0492], [-1.0389, 1.0101, 1.7982], [0.1382, -2.5742, 0.6898], [0.9028, -1.5230, -1.6667]],
  "lowdin_spin": [0.113, 0.027, 0.227, 0.037, 3.282, -0.002, 0.009, 0.002, 0.005, 0.021, 0.003, 0.002, 1.256, 0.019],
  "gap_ev": [6.51, 8.36],
  "lumo_ev": [0.74, -1.33],
  "e_homo_ha": [-0.2120, -0.3560],
  "multiplicity": 6,
  "s_squared": 8.7708,
  "total_charge": 0
}

Referenced to the most stable arrangement, the calculated values in kJ/mol are #w 0.0; #x 143.2.